[1]
Here is C2H4GaS as an isolated structure in a non-equilibrium geometry from the Open Molecules 2025 dataset. Energies are from ωB97M-V with the def2-TZVPD basis set.

The geometry in XYZ format:
```
8
Properties=species:S:1:pos:R:3:mulliken_charge:R:1
C -0.468 1.875 1.615 -0.137
H -1.079 2.277 2.559 0.248
H 2.194 -0.033 -1.157 -0.207
C 0.121 0.896 0.759 -0.438
Ga 0.830 -0.622 -0.521 0.192
H 1.221 -1.955 0.328 -0.208
H -2.046 -1.265 -1.497 0.077
S -0.774 -1.174 -2.086 -0.527
```

- HOMO-LUMO gap: 0.30119 Eh
- HOMO energy: -0.1697 hartree
- Electronic energy: -65347.8769 eV
- Net charge: -1
- Maximum force: 10.8 eV/A

[2]
Here is a 8-piece molecular cluster, C37H67FN9O6P2 overall in a non-equilibrium geometry from the Open Molecules 2025 dataset. Energies are from ωB97M-V with the def2-TZVPD basis set.

The geometry in XYZ format:
```
122
Properties=species:S:1:pos:R:3:mulliken_charge:R:1
H -0.832 -2.658 4.499 0.349
H 1.161 -4.195 -5.650 0.073
N -5.626 -0.595 6.884 -0.437
O -5.473 -0.289 -1.681 -0.492
C 2.927 -1.272 -7.024 -0.582
H -6.982 1.056 4.028 0.319
H 2.841 -0.358 -7.617 0.328
H -1.074 3.138 -1.441 0.547
N 0.594 -1.430 1.050 -0.479
H -7.991 2.401 4.531 0.330
C -4.955 0.700 -2.078 0.049
N 7.686 0.831 -3.335 -0.572
C -3.001 -2.600 4.663 -0.429
C 2.543 -1.439 -0.416 -1.372
P -0.064 0.930 -1.665 2.206
H -3.812 -3.330 4.713 0.338
H -1.663 -3.922 3.579 0.320
H -1.827 1.729 0.045 0.038
C 1.451 -3.350 8.076 -0.393
H -2.713 3.738 4.318 0.278
H 4.384 -2.242 -5.753 0.280
C 1.819 -1.344 -6.072 0.459
C -6.456 0.126 6.553 0.310
O -2.207 2.434 -3.696 -0.571
H 2.850 -2.112 -7.719 0.366
H 5.521 -0.188 -4.956 0.238
C 1.302 -0.763 0.238 0.460
C 4.289 -1.318 -6.327 -0.542
H 1.105 -2.670 7.295 0.290
C -7.142 1.782 4.829 -0.475
H 2.024 1.155 -0.128 0.672
C 0.284 -4.197 8.591 -0.402
C -5.909 2.669 4.959 -1.018
H -3.090 7.527 3.844 0.297
O -3.832 1.241 -1.598 -0.242
H 0.997 -2.373 1.079 0.215
H 1.808 3.372 -0.425 0.198
F -0.151 -0.781 -1.741 -0.792
N -1.508 0.270 3.376 -0.484
H 4.931 2.121 -4.133 -0.647
C 0.930 -6.118 -6.639 -0.414
H -3.678 5.389 2.692 0.291
C -3.285 -1.635 3.510 -0.275
H 0.588 4.642 -0.614 0.448
H 3.798 -0.090 -4.597 -0.032
H -4.274 -1.192 3.648 0.263
H 4.469 0.816 -5.964 0.276
H -2.055 3.518 2.699 -0.013
H -3.308 -2.179 2.563 0.301
H -1.323 0.092 0.249 -0.037
H 8.413 3.548 -4.873 0.342
N -4.320 5.809 6.170 -0.457
C -2.735 6.573 4.241 -0.481
H -1.733 6.745 4.639 0.284
H -1.087 4.325 3.936 0.351
C 2.255 -6.750 -6.204 -0.466
C 6.889 1.610 -3.617 0.273
H -0.503 -4.623 -6.026 0.336
N -0.806 -5.613 6.687 -0.502
H -1.537 -4.040 5.339 0.101
H 2.992 -4.860 8.310 0.307
C -0.020 2.837 -1.626 -0.736
H 5.752 3.311 -3.146 0.386
C -0.333 -4.988 7.526 0.250
C -3.627 6.152 5.321 0.299
H 0.323 -5.413 -4.679 0.308
H -0.473 -3.541 9.025 0.272
H -2.060 5.949 2.302 0.310
C 7.557 4.192 -5.085 -1.278
C 2.258 1.601 -2.739 0.633
C 4.529 -0.124 -5.408 -0.607
H 1.023 -5.707 -7.648 0.292
H 0.241 3.338 0.514 0.150
H 1.818 -2.730 8.897 0.305
N 2.977 2.471 -2.758 -0.672
H -8.430 0.502 5.988 0.306
C -2.679 5.545 3.107 -0.419
H 5.070 -1.336 -7.091 0.411
O 1.355 0.725 -2.735 -0.455
C -2.100 4.205 3.545 -0.742
H 7.775 4.741 -6.003 0.372
H 0.169 -6.901 -6.685 0.302
H 3.331 -1.469 0.357 0.379
H -5.443 1.278 -2.894 0.367
C 5.889 2.616 -3.976 0.682
O -1.867 -0.162 -4.066 -0.865
C 0.724 3.548 -0.458 -1.328
H -5.712 3.182 4.016 0.284
O -0.144 1.450 -4.825 -0.657
H -7.683 1.788 6.923 0.283
N 4.213 -5.020 -6.210 -0.438
H 5.459 4.059 -5.500 0.406
C -2.296 -0.562 3.436 0.191
H 0.626 -4.861 9.388 0.317
H 6.389 2.687 -6.081 0.263
C 3.356 -5.785 -6.212 0.306
H 2.876 -0.833 -1.278 0.082
P -1.248 1.102 -3.600 0.972
H 3.421 -3.545 7.211 0.320
C -7.501 1.059 6.130 -0.526
C 0.454 -5.024 -5.691 -0.893
H 2.153 -7.180 -5.205 0.277
C 1.010 0.715 -0.075 -1.471
H 0.152 3.322 -2.611 0.489
H -5.020 2.086 5.209 0.289
C 6.276 3.381 -5.243 -0.530
H -3.001 -2.058 5.612 0.277
H -1.780 3.122 -4.229 0.361
H 0.183 0.589 -5.142 0.146
N 0.955 -1.391 -5.315 -0.539
H -6.050 3.426 5.733 0.339
C -1.592 0.819 -0.546 -0.125
H 7.463 4.916 -4.272 0.312
H 0.530 1.099 0.838 0.490
H 2.296 -4.793 6.684 0.342
C -2.905 0.231 -1.083 -0.993
H -3.449 -0.152 -0.188 0.471
C 2.605 -4.189 7.540 -1.139
H 2.309 -2.467 -0.742 0.450
C -1.681 -3.347 4.507 -0.902
H -2.823 -0.656 -1.728 0.412
H 2.502 -7.571 -6.881 0.285
```

- HOMO-LUMO gap: 0.28013 Eh
- HOMO energy: -0.2004 hartree
- Electronic energy: -86448.9765 eV
- Net charge: -1
- Maximum force: 4.1 eV/A

[3]
Here is a 2-piece molecular cluster, C2H10N2OSi overall in a non-equilibrium geometry from the Open Molecules 2025 dataset. Energies are from ωB97M-V with the def2-TZVPD basis set.

The geometry in XYZ format:
```
16
Properties=species:S:1:pos:R:3:mulliken_charge:R:1
H 2.188 -1.466 -0.820 0.214
C -0.008 0.270 -2.672 -0.941
C 0.767 0.672 2.444 -0.515
N -1.614 -0.419 -0.427 -0.435
H 0.935 -0.409 2.961 0.198
H 1.035 0.503 -2.828 0.292
H -0.469 -0.433 -3.410 0.283
H -2.150 -0.716 -1.184 0.220
H -0.575 1.173 -2.509 0.287
H -2.069 -0.662 0.480 0.250
N 1.264 -1.680 -0.442 -0.638
O -0.580 0.663 1.981 -0.462
Si 0.000 -0.754 -0.949 0.467
H 1.389 0.601 1.605 0.186
H 0.965 1.485 3.117 0.319
H -1.080 1.173 2.654 0.274
```

- SMILES: [H]/N=[Si](\C)N.CO
- HOMO-LUMO gap: 0.34209 Eh
- Energy above the lowest of the compared OMol25 structures with the same formula, charge and spin: 3.190 eV
- HOMO energy: -0.3245 hartree
- Electronic energy: -15140.5695 eV
- Net charge: 0
- Maximum force: 4.3 eV/A

[4]
Here is one molecule with the formula C7H8O2 in a non-equilibrium geometry from the Open Molecules 2025 dataset. Energies are from ωB97M-V with the def2-TZVPD basis set.

The geometry in XYZ format:
```
17
Properties=species:S:1:pos:R:3:mulliken_charge:R:1
C 1.324 0.980 1.082 -0.522
H -1.416 2.359 1.152 0.286
H 2.339 1.016 1.298 0.364
H 2.209 -1.468 -0.024 0.427
O -1.037 0.113 -2.190 -0.403
H 0.365 -3.198 -0.138 0.301
C -0.682 0.488 0.143 0.063
H -1.181 -0.129 1.009 0.258
C -1.529 0.166 -1.115 -0.063
C 1.206 -1.247 -0.155 -0.498
C 0.196 -2.153 -0.376 -0.672
C -0.622 1.866 0.631 -0.653
H 1.028 0.701 -1.011 0.249
H -2.646 0.161 -0.711 0.254
O 0.525 1.988 1.279 -0.154
C 0.699 0.120 -0.096 0.589
H -0.777 -1.765 -0.778 0.174
```

- HOMO-LUMO gap: 0.28064 Eh
- Energy above the lowest of the compared OMol25 structures with the same formula, charge and spin: 5.827 eV
- HOMO energy: -0.2683 hartree
- Electronic energy: -11477.7328 eV
- Net charge: 0
- Maximum force: 5.7 eV/A

[5]
Here is one molecule with the formula C2H3NOS2 in a non-equilibrium geometry from the Open Molecules 2025 dataset. Energies are from ωB97M-V with the def2-TZVPD basis set.

The geometry in XYZ format:
```
9
Properties=species:S:1:pos:R:3:mulliken_charge:R:1
H -0.480 -0.782 -1.624 0.434
S 0.009 -0.832 0.818 -0.002
O 2.367 0.461 -0.878 -0.349
S -2.080 0.253 2.688 -0.178
C -1.537 0.029 1.194 -0.182
C 0.310 -0.439 -0.982 -0.232
H 2.068 0.778 0.066 0.342
N 1.383 -0.026 -1.697 -0.179
H -2.039 0.559 0.415 0.345
```

- SMILES: O/N=C\SC=S
- HOMO-LUMO gap: 0.31111 Eh
- Energy above the lowest of the compared OMol25 structures with the same formula, charge and spin: 3.662 eV
- HOMO energy: -0.3426 hartree
- Electronic energy: -27327.1150 eV
- Net charge: 0
- Maximum force: 6.0 eV/A

[6]
Here is a 2-piece molecular cluster, C2H8Si2 overall in a non-equilibrium geometry from the Open Molecules 2025 dataset. Energies are from ωB97M-V with the def2-TZVPD basis set.

The geometry in XYZ format:
```
12
Properties=species:S:1:pos:R:3:lowdin_spin:R:1
H -0.185 -2.067 0.393 0.079
H -2.527 -1.456 0.134 0.069
H -1.051 0.525 2.164 0.034
Si 1.316 0.972 -0.868 0.141
C -0.089 0.986 0.395 0.700
C -0.258 1.159 1.670 0.120
H 0.274 1.817 2.317 0.028
H 0.745 0.643 -2.258 0.002
H -1.275 -2.107 -1.917 0.076
H 2.514 1.732 -1.035 0.032
H 1.759 -0.390 -0.518 0.003
Si -1.223 -1.815 -0.476 0.715
```

- HOMO-LUMO gap (spin up / spin down): 0.26578 / 0.32324 Eh
- Energy above the lowest of the compared OMol25 structures with the same formula, charge and spin: 0.437 eV
- Spin multiplicity: 3
- HOMO energy (spin up / spin down): -0.2374 / -0.3766 hartree
- Electronic energy: -17952.1427 eV
- Net charge: 0
- Maximum force: 3.3 eV/A